# 1
Formula: C12H48O12
Source: OMol25
Level of theory: ωB97M-V/def2-TZVPD

Geometry as XYZ:
```
72
Properties=species:S:1:pos:R:3:lowdin_charge:R:1
C -2.14 0.76 4.51 -0.11
O -3.01 1.93 4.65 -0.10
H -1.13 0.97 4.83 0.08
H -2.08 0.49 3.50 0.02
H -2.57 -0.05 5.01 0.07
H -2.91 2.54 3.95 0.00
C -0.82 -3.15 0.08 -0.20
O -0.39 -4.25 -0.59 -0.07
H -0.16 -2.85 0.93 0.05
H -1.90 -3.21 0.48 0.11
H -0.73 -2.20 -0.43 0.04
H 0.35 -3.99 -1.13 0.01
C 1.64 3.13 -2.20 -0.16
O 1.73 4.46 -2.69 -0.08
H 0.66 2.93 -1.98 0.01
H 2.29 2.86 -1.35 0.08
H 1.72 2.36 -3.07 0.10
H 0.83 4.65 -2.83 0.05
C 0.49 1.05 0.58 -0.11
O 0.89 -0.24 0.05 -0.16
H 0.09 0.91 1.51 0.02
H -0.21 1.73 -0.08 0.12
H 1.41 1.62 0.70 0.08
H 1.49 0.00 -0.69 0.02
C 0.78 -1.82 3.34 -0.19
O 0.18 -1.63 4.55 -0.10
H 0.32 -2.68 2.85 0.07
H 1.87 -1.95 3.49 0.10
H 0.68 -0.94 2.72 0.05
H -0.73 -1.85 4.32 0.08
C 2.99 -3.38 0.51 -0.16
O 3.04 -4.62 -0.14 -0.13
H 2.92 -3.57 1.56 0.06
H 2.02 -2.88 0.18 0.08
H 3.93 -2.83 0.35 0.08
H 2.76 -4.51 -1.06 0.03
C -0.48 0.27 -3.40 -0.18
O -0.83 -0.38 -2.23 -0.12
H 0.33 -0.11 -3.97 0.06
H -0.32 1.35 -3.27 0.06
H -1.33 0.15 -4.04 0.09
H -0.06 -0.47 -1.66 0.02
C -2.53 -0.21 0.76 -0.15
O -3.41 -1.32 1.00 -0.10
H -2.90 0.81 0.99 0.07
H -2.14 -0.22 -0.26 0.06
H -1.69 -0.26 1.44 0.04
H -4.17 -1.34 0.42 0.08
C -1.45 3.52 1.99 -0.16
O -2.64 4.15 2.46 -0.11
H -0.66 3.57 2.71 0.08
H -1.12 4.01 1.07 0.08
H -1.56 2.44 2.00 0.04
H -2.79 4.96 1.92 0.10
C -2.74 3.07 -1.07 -0.14
O -1.95 2.57 -2.14 -0.14
H -2.54 2.56 -0.15 0.02
H -3.82 3.08 -1.36 0.10
H -2.33 4.07 -0.89 0.08
H -2.27 1.68 -2.36 0.07
C 1.04 -2.77 -2.86 -0.17
O 1.76 -3.90 -2.51 -0.12
H 1.07 -2.04 -2.07 0.05
H 0.07 -3.08 -3.13 0.09
H 1.43 -2.21 -3.71 0.09
H 2.15 -4.14 -3.41 0.15
C 3.79 -0.02 -1.16 -0.13
O 2.66 0.22 -1.96 -0.16
H 4.61 -0.53 -1.61 0.08
H 3.45 -0.49 -0.22 0.08
H 4.21 0.94 -0.82 0.09
H 2.91 0.31 -2.91 0.12
```

The gap between HOMO and LUMO is 0.344 hartree. The HOMO energy is -0.347 Ha. For the maximum force, the calculation gives 0.070 Eh/bohr. The value obtained for the energy above the lowest of the compared OMol25 structures with the same formula, charge and spin is 180.1 kcal per mole. Its spin multiplicity is 1.

***

# 2
Formula: C5H9N2O4S
Source: OMol25
Level of theory: ωB97M-V/def2-TZVPD

Geometry as XYZ:
```
21
Properties=species:S:1:pos:R:3:lowdin_charge:R:1
C -0.08 1.55 -0.35 -0.49
C 1.90 -2.25 -0.28 -0.06
C -0.13 3.23 1.18 -0.01
C 0.34 -2.34 -0.43 -0.27
C -0.97 0.26 -0.79 -0.20
N -3.28 0.31 -1.16 0.47
N -2.20 0.33 -1.05 -0.01
O 1.06 1.66 -0.73 0.16
O 0.22 -0.45 1.54 -0.21
O -1.85 -1.48 0.85 -0.26
O -0.84 2.22 0.47 0.02
S -0.52 -1.10 0.53 0.71
H 2.25 -1.25 -0.76 0.12
H 2.04 -2.28 0.75 0.06
H 2.28 -3.01 -0.95 0.09
H -0.44 4.26 1.03 0.10
H 0.91 3.17 1.12 0.07
H -0.34 3.10 2.38 0.17
H 0.12 -3.28 0.11 0.13
H -0.15 -2.28 -1.38 0.07
H -0.36 -0.36 -2.08 0.34
```

The gap between HOMO and LUMO is 0.342 hartree. The HOMO energy is -0.566 Ha. As for the total charge: +1. For the maximum force, the calculation gives 0.200 Eh/bohr. The value obtained for the energy above the lowest of the compared OMol25 structures with the same formula, charge and spin is 41.4 kcal per mole. Its spin multiplicity is 1.

***

# 3
Formula: C19H34N3O5P2Zr
Source: OMol25
Level of theory: ωB97M-V/def2-TZVPD

Geometry as XYZ:
```
64
Properties=species:S:1:pos:R:3:lowdin_charge:R:1
Zr 0.79 -1.23 -0.07 1.79
P -3.01 -1.13 -0.95 0.97
C -1.97 -0.23 -2.21 -0.20
C -0.54 0.28 -2.57 -0.23
N 0.65 0.01 -1.94 -0.04
C 1.82 0.40 -2.54 -0.28
C 1.83 1.14 -3.70 0.03
C 0.63 1.49 -4.31 0.05
C -0.54 1.05 -3.72 0.01
C 3.16 -0.01 -1.94 -0.26
P 3.12 -1.64 -1.07 0.81
H -1.51 1.29 -4.16 0.15
H 2.80 1.40 -4.13 0.15
H 0.61 2.06 -5.23 0.15
H 3.91 -0.13 -2.74 0.11
H 3.55 0.76 -1.26 0.12
H -2.28 -0.81 -3.06 0.09
H -2.58 0.69 -2.25 0.12
H -0.63 -4.34 -5.67 0.02
O -0.88 -5.12 -5.17 -0.06
H -1.84 -4.99 -5.06 0.04
H -2.54 -2.38 -0.48 0.05
O -0.50 -2.64 -0.48 -0.43
H -0.58 -3.43 -1.03 0.07
C 3.62 -2.78 -2.37 -0.20
H 4.20 -2.26 -3.15 0.08
H 4.22 -3.59 -1.93 0.08
H 2.73 -3.23 -2.84 0.06
C 4.51 -1.55 0.07 -0.21
H 4.26 -2.12 0.97 0.06
H 5.40 -1.98 -0.40 0.08
H 4.72 -0.52 0.36 0.07
C -3.47 0.08 0.32 -0.19
H -4.36 0.64 0.01 0.09
H -3.71 -0.45 1.25 0.07
H -2.64 0.80 0.49 0.03
C -4.50 -1.63 -1.84 -0.18
H -5.34 -1.71 -1.14 0.08
H -4.77 -0.93 -2.64 0.08
H -4.30 -2.62 -2.27 0.07
C -2.42 1.00 3.94 -0.06
C -1.48 2.18 3.95 -0.16
C -0.06 1.82 3.45 -0.29
C 0.92 3.02 3.57 -0.15
C 0.41 4.32 2.97 -0.07
C 0.51 0.70 4.33 -0.34
O 0.39 0.63 5.54 0.18
N 1.22 -0.32 3.68 0.26
C 1.16 -0.55 2.37 -0.50
O 1.62 -1.63 1.83 -0.14
N 0.52 0.30 1.54 0.03
C -0.17 1.41 1.97 -0.39
O -0.86 2.03 1.16 0.07
H -2.54 0.57 2.93 0.04
H -3.41 1.32 4.27 0.10
H -2.08 0.21 4.62 0.09
H -1.87 2.97 3.29 0.13
H -1.39 2.60 4.96 0.15
H 1.14 3.17 4.64 0.14
H 1.87 2.73 3.10 0.13
H -0.28 4.82 3.65 0.10
H 1.26 4.99 2.79 0.09
H -0.10 4.14 2.02 0.07
H 1.60 -1.07 4.27 0.20
```

The gap between HOMO and LUMO is 0.270 hartree. The HOMO energy is -0.659 Ha. As for the total charge: +3. For the maximum force, the calculation gives 0.050 Eh/bohr. The value obtained for the energy above the lowest of the compared OMol25 structures with the same formula, charge and spin is 0.0 kcal per mole. Its spin multiplicity is 1.

***

# 4
Formula: C5H7NS
Source: OMol25
Level of theory: ωB97M-V/def2-TZVPD

Geometry as XYZ:
```
14
Properties=species:S:1:pos:R:3:lowdin_charge:R:1
C -0.66 0.17 -1.42 -0.24
C 0.43 -0.78 -0.93 -0.18
C 0.26 -1.04 0.58 -0.25
C 0.21 0.26 1.28 -0.47
C -0.42 1.58 0.34 -0.44
N -1.05 1.18 -0.83 -0.01
S 1.42 1.51 0.83 0.88
H -1.49 -0.18 -2.18 0.13
H 0.35 -1.81 -1.43 0.13
H 1.39 -0.19 -0.92 0.09
H -0.63 -1.65 0.57 0.11
H 1.09 -1.59 0.91 0.09
H 0.00 0.17 2.30 0.08
H -0.91 2.37 0.90 0.08
```

The gap between HOMO and LUMO (spin up / spin down) is 0.218 / 0.231 hartree. The HOMO energy (spin up / spin down) is -0.188 / -0.336 Ha. For the maximum force, the calculation gives 0.118 Eh/bohr. The value obtained for the energy above the lowest of the compared OMol25 structures with the same formula, charge and spin is 31.8 kcal per mole. Its spin multiplicity is 3. As for the expectation value of S²: 2.015.

***

# 5
Formula: C8H11N3O
Source: OMol25
Level of theory: ωB97M-V/def2-TZVPD

Geometry as XYZ:
```
23
Properties=species:S:1:pos:R:3:lowdin_charge:R:1
C 0.11 -0.05 2.93 -0.08
C -0.15 1.20 2.33 -0.09
C 0.29 -1.14 2.08 -0.07
C -0.12 1.34 0.96 0.00
C 0.20 -1.03 0.77 -0.21
C -0.01 0.18 0.10 -0.19
C -1.57 -1.86 -1.55 -0.10
C 1.10 2.16 -2.04 -0.06
N 0.24 -2.21 -0.06 -0.01
N -0.17 0.25 -1.24 -0.01
N -0.58 -2.46 -1.08 -0.10
O -0.18 1.56 -1.77 -0.18
H 0.16 -0.30 4.01 0.11
H -0.45 2.06 2.89 0.09
H 0.44 -1.99 2.65 0.09
H -0.05 2.29 0.54 0.08
H 0.32 -0.36 -1.88 0.14
H -1.96 -2.46 -2.54 0.11
H -2.15 -0.99 -1.24 0.07
H 1.70 2.31 -1.22 0.04
H 0.92 3.17 -2.47 0.11
H 1.56 1.39 -2.71 0.10
H 0.35 -3.05 0.54 0.14
```

The gap between HOMO and LUMO is 0.325 hartree. The HOMO energy is -0.291 Ha. For the maximum force, the calculation gives 0.094 Eh/bohr. The value obtained for the energy above the lowest of the compared OMol25 structures with the same formula, charge and spin is 100.7 kcal per mole. Its spin multiplicity is 1.